1.
A 2-piece molecular cluster, C2H5F2N overall in a non-equilibrium geometry, computed with ωB97M-V with the def2-TZVPD basis set.

Atoms and positions in Å:
C (1.09681, 1.45302, -0.83589)
C (1.32642, 0.18497, -0.48281)
F (1.25388, -0.88707, -1.26861)
F (1.30773, -0.16453, 0.84217)
H (1.28026, 1.72188, -1.94743)
H (1.04223, 2.13040, -0.04590)
N (-2.00514, -0.91754, 0.74262)
H (-2.64447, -1.37493, 1.44735)
H (-1.18240, -0.55138, 1.31212)
H (-1.47532, -1.59481, 0.23639)

Cartesian forces (eV/Å) of the 6 atoms listed first:
C 1.72 -1.97 -2.96
C -1.76 0.65 0.84
F 0.66 0.56 0.70
F 0.20 -0.17 -1.60
H -0.81 -0.32 2.23
H -0.04 1.26 0.80

Computed properties:
spin multiplicity = 1
M = 81.06 g mol⁻¹
frontier orbital gap = 11.00 eV
relative energy (zero: lowest compared OMol25 entry of this formula, charge and spin) = 158.0 kJ/mol
E_LUMO = 0.8447 eV
E = -333.641670 Ha
HOMO level = -10.15 eV
SMILES string = C=C(F)F.N

---

2.
C49H52ClN3O4P3PbSSbSe4 as an isolated structure, computed with ωB97M-V with the def2-TZVPD basis set.

Atoms and positions in Å:
Pb (1.88341, 0.21832, 0.57277)
O (1.41169, 2.93084, 3.46959)
S (2.50018, 2.61042, 2.58700)
O (3.62124, 3.66767, 2.61210)
O (3.12038, 1.30133, 2.90991)
O (2.13938, 2.53264, 1.11478)
Cl (2.04516, -3.04679, 0.68430)
C (2.03514, -4.49542, -0.29531)
C (3.01717, -5.43162, -0.02466)
C (3.03430, -6.62164, -0.73702)
C (2.06967, -6.85922, -1.70268)
C (1.09067, -5.90749, -1.95463)
C (1.04932, -4.69811, -1.26116)
P (-0.23048, -3.40502, -1.56596)
C (-1.38525, -3.63513, -0.17480)
C (-1.20045, -4.55476, 0.77949)
C (-1.92140, -4.52031, 2.05620)
C (-2.68247, -3.47733, 2.38529)
C (-2.84166, -2.32578, 1.47046)
C (-2.28858, -2.46025, 0.06544)
C (-1.08771, -4.09173, -3.02537)
C (-2.21533, -4.90297, -2.95252)
C (-2.82607, -5.36947, -4.11087)
C (-2.30447, -5.04142, -5.35360)
C (-1.16921, -4.24358, -5.43826)
C (-0.57399, -3.76441, -4.28128)
H (3.75500, -5.22654, 0.73847)
H (3.79780, -7.35934, -0.52835)
H (2.07365, -7.78600, -2.26107)
H (0.34522, -6.10626, -2.71320)
H (-0.48247, -5.35379, 0.63160)
H (-1.82201, -5.36320, 2.72737)
H (-3.24760, -3.48089, 3.30894)
H (-3.78522, -1.79550, 1.54217)
H (-4.13217, -1.64133, -0.62181)
H (-2.60229, -5.19442, -1.98289)
H (-3.70527, -5.99693, -4.04009)
H (-2.77945, -5.40691, -6.25466)
H (-0.75379, -3.99127, -6.40549)
H (0.30300, -3.12870, -4.35062)
N (5.14692, 1.78268, -2.95111)
C (3.76670, 1.24906, -2.80259)
C (2.67918, 2.21447, -3.24714)
C (1.33446, 1.65861, -2.77287)
N (1.28800, 1.78337, -1.29888)
C (1.11844, 0.21833, -3.26253)
C (2.31048, -0.72964, -3.08737)
N (2.45099, -1.17078, -1.68941)
C (3.61693, -0.07793, -3.52091)
H (5.23221, 2.65954, -2.39022)
H (5.44118, 1.90751, -3.91648)
H (5.75454, 1.09293, -2.42130)
H (3.69909, 1.08400, -1.72548)
H (2.67578, 2.30606, -4.33834)
H (2.83918, 3.20710, -2.81914)
H (0.53335, 2.27118, -3.19663)
H (0.33024, 1.94328, -0.99356)
H (1.80509, 2.60457, -0.97789)
H (0.89568, 0.27101, -4.33291)
H (0.23712, -0.21100, -2.77717)
H (2.13658, -1.59466, -3.73701)
H (3.38854, -1.53895, -1.52862)
H (1.78794, -1.92173, -1.50723)
H (3.61260, 0.07518, -4.60624)
H (4.45134, -0.73475, -3.26626)
Se (6.98856, 3.03454, 2.75469)
Sb (5.15470, 2.85016, 1.29229)
Se (4.76515, 4.13580, -0.71879)
Se (6.14038, -0.30189, -0.96988)
Se (4.75243, 0.29255, 0.79534)
C (-2.09689, 2.30389, 2.69132)
P (-0.85936, 1.04247, 2.14733)
C (-0.83466, -0.03944, 3.62320)
C (0.40020, -0.27915, 4.22164)
C (0.49038, -1.09001, 5.34874)
C (-0.65099, -1.65892, 5.88889)
C (-1.89090, -1.41226, 5.30737)
C (-1.97962, -0.60818, 4.18404)
C (-1.72221, 0.01437, 0.85745)
C (-1.93335, 0.66340, -0.30236)
C (-2.21657, 0.17275, -1.65353)
C (-2.69950, -1.01122, -2.02569)
C (-3.21366, -2.04064, -1.06506)
C (-1.68120, -1.46463, 1.01950)
P (-2.73735, 3.45984, 1.39741)
C (-3.57234, 4.69389, 2.47438)
C (-3.68160, 6.01078, 2.02126)
C (-4.39304, 6.95599, 2.74257)
C (-5.01834, 6.60346, 3.93183)
C (-4.92505, 5.29912, 4.38915)
C (-4.21127, 4.35165, 3.66442)
C (-1.22013, 4.33939, 0.88007)
C (-0.86931, 4.25877, -0.46758)
C (0.29801, 4.85084, -0.93750)
C (1.12249, 5.53520, -0.05755)
C (0.77357, 5.63621, 1.28435)
C (-0.38745, 5.04082, 1.74996)
H (-1.57471, 2.85469, 3.48158)
H (-2.95784, 1.78631, 3.11394)
H (1.29815, 0.19429, 3.82907)
H (1.45603, -1.26180, 5.80592)
H (-0.58198, -2.28465, 6.76952)
H (-2.78667, -1.84607, 5.73426)
H (-2.95139, -0.42321, 3.74084)
H (-1.81032, 1.74714, -0.26464)
H (-1.99452, 0.88690, -2.44256)
H (-2.82107, -1.20750, -3.08617)
H (-3.51238, -2.93532, -1.60928)
H (-0.73711, -1.80092, 1.44494)
H (-3.19096, 6.30212, 1.09968)
H (-4.45707, 7.97293, 2.37691)
H (-5.57074, 7.34209, 4.49804)
H (-5.40504, 5.01364, 5.31660)
H (-4.15235, 3.34149, 4.04771)
H (-1.52705, 3.73410, -1.15525)
H (0.56829, 4.77454, -1.98512)
H (2.04459, 5.97655, -0.41186)
H (1.42673, 6.15392, 1.97365)
H (-0.64121, 5.11209, 2.80065)

Cartesian forces (eV/Å) of the 6 atoms listed first:
Pb 0.06 0.42 0.01
O 0.18 0.53 -0.37
S 0.12 -0.55 0.07
O -0.04 -0.83 -0.53
O -0.26 0.16 -0.17
O -0.37 -0.11 0.48

Computed properties:
spin multiplicity = 1
M = 1552.21 g mol⁻¹
frontier orbital gap = 6.55 eV
E_LUMO = -0.6637 eV
E = -14284.974839 Ha
HOMO level = -7.22 eV

---

3.
C4H11BBr2N2O as an isolated structure in a non-equilibrium geometry, computed with ωB97M-V with the def2-TZVPD basis set.

Atoms and positions in Å:
B (1.13799, -0.89144, 2.26864)
C (2.17375, -0.92368, 1.04594)
Br (3.04691, -2.69033, 1.00567)
C (1.51940, -0.59436, -0.37173)
C (2.49036, 0.35591, -1.16305)
Br (1.41226, -2.25262, -1.48615)
H (0.34272, -1.75770, 2.46360)
H (1.13781, 0.03131, 3.02251)
H (2.94598, -0.15665, 1.22753)
H (0.50807, -0.14457, -0.29006)
H (3.50271, -0.06908, -1.02526)
H (2.49489, 1.37459, -0.73933)
H (2.19153, 0.31895, -2.22223)
C (-2.65730, 0.99667, -0.23188)
O (-1.58041, 1.16699, 0.32321)
N (-3.04600, -0.21568, -0.71629)
N (-3.55348, 2.00690, -0.41002)
H (-3.92184, -0.37818, -1.17402)
H (-2.40800, -0.98180, -0.60171)
H (-3.29708, 2.91255, -0.06443)
H (-4.44027, 1.89222, -0.86094)

Cartesian forces (eV/Å) of the 6 atoms listed first:
B 0.12 -0.22 -0.40
C -0.88 0.27 -0.14
Br 0.45 0.60 1.13
C 1.15 0.37 -0.12
C -0.39 -0.98 0.57
Br -1.00 0.92 -0.24

Computed properties:
spin multiplicity = 1
M = 273.76 g mol⁻¹
frontier orbital gap = 9.13 eV
E_LUMO = 0.0128 eV
E = -5516.629593 Ha
HOMO level = -9.12 eV

---

4.
C27H36GeN2PPtS as an isolated structure, computed with ωB97M-V with the def2-TZVPD basis set.

Atoms and positions in Å:
Pt (-1.01228, 0.24965, -0.58762)
C (2.37291, -2.35372, 2.74468)
C (2.77548, -1.03445, 2.13425)
C (4.08100, -0.59028, 2.32883)
C (4.53400, 0.60807, 1.80144)
C (3.67541, 1.40570, 1.06272)
C (2.37479, 0.98122, 0.85186)
C (1.91513, -0.22808, 1.36904)
P (0.17797, -0.67661, 1.09607)
C (0.22717, -2.42100, 0.57755)
C (1.08745, -2.61880, -0.51146)
C (1.21742, -3.85701, -1.10571)
C (0.47063, -4.92240, -0.61760)
C (-0.37830, -4.73104, 0.45476)
C (-0.52234, -3.48944, 1.07886)
C (-1.46631, -3.41366, 2.25120)
C (-0.68684, -0.27322, 2.62380)
C (-0.13134, -0.10834, 3.88710)
C (-0.92802, 0.38702, 4.90815)
C (-2.25187, 0.72655, 4.64741)
C (-2.78944, 0.56738, 3.37672)
C (-2.00618, 0.05601, 2.35017)
C (-2.47719, -0.15575, 0.94851)
H (3.00874, -2.57563, 3.60079)
H (2.48449, -3.16615, 2.02389)
H (1.33819, -2.36646, 3.08633)
H (4.75467, -1.20295, 2.91560)
H (5.55514, 0.92055, 1.97558)
H (4.01323, 2.35079, 0.65813)
H (1.69366, 1.60273, 0.28599)
H (1.67073, -1.78418, -0.88555)
H (1.89656, -3.99384, -1.93654)
H (0.55798, -5.90218, -1.06830)
H (-0.94803, -5.56831, 0.84035)
H (-1.32634, -4.28406, 2.89262)
H (-2.50293, -3.43293, 1.90747)
H (-1.33323, -2.52584, 2.85927)
H (0.91192, -0.33108, 4.07087)
H (-0.51244, 0.53276, 5.89574)
H (-2.86510, 1.13649, 5.43927)
H (-3.81746, 0.84718, 3.18096)
H (-3.31076, 0.51298, 0.72040)
H (-2.86549, -1.17749, 0.84898)
C (-1.12204, 0.81504, -5.51508)
N (-1.38573, 0.25642, -4.19958)
C (-2.56196, 0.26373, -3.59091)
N (-3.62117, 0.75234, -4.22912)
S (-2.80802, -0.43378, -2.02954)
H (-0.10687, 0.55761, -5.80152)
H (-1.22032, 1.90241, -5.51336)
H (-1.79368, 0.38798, -6.26166)
H (-0.63058, -0.14231, -3.66343)
H (-3.58202, 1.08071, -5.17929)
H (-4.50337, 0.76933, -3.74586)
C (-1.51769, 3.54292, -2.39489)
Ge (0.27469, 3.08319, -1.77708)
C (1.63102, 3.66205, -3.05259)
C (0.59303, 3.83145, -0.00514)
C (0.36528, 1.10479, -1.58806)
H (-1.69604, 4.60692, -2.23773)
H (-2.26936, 2.98031, -1.83990)
H (-1.63780, 3.33535, -3.45797)
H (1.63967, 4.74973, -3.12800)
H (1.44236, 3.25719, -4.04790)
H (2.62028, 3.33683, -2.72964)
H (0.28999, 4.87844, 0.01088)
H (1.64874, 3.77915, 0.26075)
H (0.01200, 3.28834, 0.74038)
H (1.27682, 0.65367, -2.00633)

Cartesian forces (eV/Å) of the 6 atoms listed first:
Pt 0.13 -0.61 0.13
C 0.01 0.01 -0.01
C 0.00 -0.01 0.01
C 0.00 0.00 0.00
C 0.00 0.00 0.01
C -0.02 0.01 -0.01

Computed properties:
spin multiplicity = 1
M = 719.33 g mol⁻¹
frontier orbital gap = 7.37 eV
relative energy (zero: lowest compared OMol25 entry of this formula, charge and spin) = 60.9 kJ/mol
total charge = +1
E_LUMO = -3.5712 eV
E = -4095.523414 Ha
HOMO level = -10.94 eV